No. 1
{
  "formula": "C4H8Cl2O",
  "method": "ωB97M-V with the def2-TZVPD basis set",
  "elements": ["Cl", "Cl", "O", "C", "C", "C", "C", "H", "H", "H", "H", "H", "H", "H", "H"],
  "xyz": [[-0.227, -1.916, -2.055], [0.928, 0.681, -2.702], [-1.597, 0.289, -0.299], [0.783, -0.596, -1.533], [-0.378, 0.222, 0.283], [-0.170, -0.900, 1.250], [0.204, 1.568, 0.538], [-1.889, -0.595, -0.573], [0.202, 2.147, -0.382], [1.757, -0.953, -1.213], [-0.364, -1.859, 0.772], [-0.421, 2.095, 1.262], [-0.878, -0.787, 2.075], [0.836, -0.898, 1.651], [1.215, 1.503, 0.927]],
  "e_above_lowest_kcal_mol": 34.6,
  "energy_ha": -1152.76784
}

---

No. 2
{
  "formula": "C5H10O2",
  "method": "ωB97M-V with the def2-TZVPD basis set",
  "elements": ["O", "O", "C", "C", "C", "C", "C", "H", "H", "H", "H", "H", "H", "H", "H", "H", "H"],
  "xyz": [[3.859, 0.420, -0.015], [1.114, -2.241, -0.480], [-1.040, -1.051, -0.393], [-0.575, 1.567, -0.364], [0.370, -1.403, 0.007], [-1.877, -0.500, 0.768], [-1.481, 0.357, -0.408], [4.442, 0.626, 0.806], [-1.154, 2.521, -0.339], [0.276, 1.621, 0.351], [-1.562, -1.761, -1.082], [-2.877, -0.873, 0.868], [-0.028, 1.651, -1.307], [3.430, -0.422, 0.191], [-1.314, -0.295, 1.656], [-2.250, 0.538, -1.136], [0.668, -0.756, 0.876]],
  "e_above_lowest_kcal_mol": 55.0,
  "energy_ha": -346.93784
}

---

No. 3
{
  "formula": "C5H12O",
  "method": "ωB97M-V with the def2-TZVPD basis set",
  "elements": ["O", "C", "C", "C", "C", "C", "H", "H", "H", "H", "H", "H", "H", "H", "H", "H", "H", "H"],
  "xyz": [[0.235, -0.091, -0.543], [0.064, 1.017, 1.604], [-1.241, 0.084, -2.397], [1.917, -0.599, 1.043], [0.449, -0.255, 0.851], [-1.086, -0.363, -0.956], [2.176, -1.502, 0.482], [-2.241, -0.160, -2.770], [0.162, 0.878, 2.687], [2.544, 0.224, 0.681], [2.140, -0.766, 2.102], [0.719, 1.839, 1.297], [-0.168, -1.095, 1.211], [-1.295, -1.442, -0.860], [-1.092, 1.165, -2.477], [-0.499, -0.411, -3.030], [-1.813, 0.165, -0.320], [-0.971, 1.310, 1.395]],
  "e_above_lowest_kcal_mol": 9.3,
  "energy_ha": -272.93377
}

---

No. 4
{
  "formula": "C57H71IO4Si",
  "method": "ωB97M-V with the def2-TZVPD basis set",
  "elements": ["I", "Si", "O", "O", "O", "O", "C", "C", "C", "C", "C", "C", "C", "C", "C", "C", "C", "C", "C", "C", "C", "C", "C", "C", "C", "C", "C", "C", "C", "C", "C", "C", "C", "C", "C", "C", "C", "C", "C", "C", "C", "C", "C", "C", "C", "C", "C", "C", "C", "C", "C", "C", "C", "C", "C", "C", "C", "C", "C", "C", "C", "C", "C", "H", "H", "H", "H", "H", "H", "H", "H", "H", "H", "H", "H", "H", "H", "H", "H", "H", "H", "H", "H", "H", "H", "H", "H", "H", "H", "H", "H", "H", "H", "H", "H", "H", "H", "H", "H", "H", "H", "H", "H", "H", "H", "H", "H", "H", "H", "H", "H", "H", "H", "H", "H", "H", "H", "H", "H", "H", "H", "H", "H", "H", "H", "H", "H", "H", "H", "H", "H", "H", "H", "H"],
  "xyz": [[0.072, 1.564, -11.300], [1.225, -0.258, 2.308], [-3.036, 2.440, -8.334], [0.569, 6.371, -6.100], [0.944, 4.424, -7.094], [-0.293, 0.495, -8.591], [4.363, -3.250, 9.262], [-2.020, 3.450, -8.384], [2.411, 1.732, 6.416], [5.571, -3.934, 9.234], [0.460, -1.943, 2.620], [-0.102, 0.809, 1.501], [-5.048, 2.486, -9.645], [-0.128, -5.926, 6.322], [3.004, 0.437, 4.470], [0.169, 5.324, -6.471], [-1.243, 4.753, -6.362], [-4.096, 5.177, 7.465], [2.778, -0.425, 1.235], [-6.355, 2.961, -9.782], [4.033, -7.122, 4.549], [0.962, -5.284, 6.894], [5.216, -9.134, 5.127], [1.831, -0.281, -1.152], [-6.223, 4.189, -7.701], [0.889, 2.577, -8.477], [2.330, -0.065, -2.592], [-3.676, 5.203, 8.787], [3.358, 1.027, 5.683], [-6.819, 5.084, -6.655], [-0.957, -3.812, 5.532], [1.707, 0.547, 3.951], [-1.204, 3.405, -7.088], [5.460, -8.626, 6.395], [1.092, -3.907, 6.784], [-2.707, 3.257, 7.063], [5.689, -5.159, 9.875], [-3.613, 4.203, 6.602], [4.281, -6.613, 5.816], [4.504, -8.381, 4.203], [0.494, 0.376, -4.346], [0.135, -3.170, 6.100], [-2.769, 4.259, 9.247], [3.273, -3.794, 9.928], [-4.324, 2.892, -8.519], [0.315, 3.106, -7.165], [-1.089, -5.188, 5.643], [3.391, -5.020, 10.568], [1.521, 1.003, -3.380], [1.113, 1.851, 5.920], [-4.919, 3.714, -7.564], [-4.432, 1.587, -10.694], [-5.388, 0.433, -11.092], [0.491, 0.913, -5.788], [-3.960, 2.424, -11.911], [-6.934, 3.807, -8.841], [4.995, -7.364, 6.740], [0.777, 2.411, -5.883], [4.600, -5.701, 10.544], [0.771, 1.262, 4.706], [0.160, 1.430, -9.117], [-2.283, 3.286, 8.384], [2.727, 0.377, -0.093], [5.186, -6.964, 7.727], [-3.942, 4.180, 5.571], [0.239, 2.899, -5.068], [6.014, -9.214, 7.117], [-4.304, 3.446, -11.805], [0.395, 2.417, 6.494], [-4.800, 5.916, 7.105], [4.693, -6.656, 11.046], [1.216, 0.380, -6.397], [2.330, -3.263, 9.945], [-1.574, 2.550, 8.742], [-2.331, 2.495, 6.391], [3.750, 0.449, -0.453], [-0.506, 0.548, -3.948], [-1.704, -3.237, 5.000], [-2.879, 2.382, -11.985], [1.823, 2.656, -5.731], [4.371, 0.934, 6.040], [-6.927, 6.102, -7.012], [-1.420, 3.316, -9.284], [0.606, -0.702, -4.392], [2.685, 2.176, 7.360], [-0.248, 1.376, 4.364], [4.315, -8.777, 3.214], [-4.352, 3.990, -6.682], [0.242, -2.096, 6.009], [2.970, -1.467, 0.982], [-4.057, 5.960, 9.461], [1.145, -2.586, 3.164], [-6.336, 0.484, -10.571], [-0.691, 0.198, 0.820], [2.540, -5.444, 11.087], [3.761, -0.115, 3.932], [0.287, 1.654, 0.943], [1.895, 2.209, -8.271], [0.203, -2.428, 1.680], [6.420, -3.511, 8.713], [-1.879, 5.512, -6.805], [-0.457, -1.794, 3.186], [-0.787, 1.164, 2.266], [3.374, 0.233, -2.583], [-7.789, 4.713, -6.337], [-3.584, 1.111, -10.220], [1.009, 3.382, -9.188], [4.271, -2.292, 8.765], [0.825, 0.120, -1.047], [-6.944, 2.691, -10.647], [2.295, -1.023, -3.106], [2.244, 1.619, -3.902], [-2.514, 4.411, -8.475], [3.657, -0.077, 1.772], [3.472, -6.537, 3.832], [1.942, -3.407, 7.231], [2.403, 1.395, 0.121], [5.581, -10.117, 4.858], [-5.553, 0.400, -12.163], [1.711, -5.859, 7.424], [-1.432, 4.703, -5.294], [-4.940, -0.523, -10.834], [-0.227, -7.000, 6.404], [-1.941, -5.688, 5.199], [-2.440, 4.280, 10.278], [-4.349, 1.993, -12.827], [6.630, -5.693, 9.852], [-7.940, 4.181, -8.968], [3.915, -5.630, 6.086], [1.759, -1.343, -0.934], [-1.679, 2.715, -6.399], [-6.184, 5.089, -5.773], [-0.500, 0.751, -6.195], [0.977, 1.577, -2.639]],
  "energy_ha": -3102.74014
}

---

No. 5
{
  "formula": "C5H12NO",
  "method": "ωB97M-V with the def2-TZVPD basis set",
  "elements": ["O", "N", "C", "C", "C", "C", "C", "H", "H", "H", "H", "H", "H", "H", "H", "H", "H", "H", "H"],
  "xyz": [[1.138, 1.923, 0.776], [0.830, 0.732, -1.343], [0.542, -1.873, -0.520], [-1.600, -1.690, 0.765], [-0.205, 1.617, 0.509], [-0.345, 0.458, -0.493], [-0.226, -0.977, 0.416], [-0.721, 1.508, 1.464], [0.093, -1.978, -1.570], [-0.787, 2.391, -0.076], [-1.387, -2.475, 1.493], [0.841, -2.841, 0.038], [1.721, 1.054, -0.874], [-1.414, 0.445, -0.917], [0.386, 1.384, -2.014], [0.071, -0.510, 1.361], [1.637, -1.683, -0.949], [-2.298, -0.948, 1.282], [-2.060, -2.070, -0.108]],
  "e_above_lowest_kcal_mol": 58.7,
  "total_charge": -1,
  "energy_ha": -327.60257
}

---

No. 6
{
  "formula": "C6H17NO",
  "method": "ωB97M-V with the def2-TZVPD basis set",
  "elements": ["O", "N", "C", "C", "C", "C", "C", "C", "H", "H", "H", "H", "H", "H", "H", "H", "H", "H", "H", "H", "H", "H", "H", "H", "H"],
  "xyz": [[3.155, 0.169, -2.046], [-0.175, 1.172, 0.177], [-0.340, -2.618, -0.840], [-2.233, 0.423, 1.627], [0.903, 1.078, 1.152], [-1.444, 1.483, 0.854], [-0.011, -1.406, 0.022], [-0.305, -0.070, -0.629], [-1.372, -2.596, -1.197], [2.601, -0.389, -2.591], [1.190, 2.077, 1.476], [-1.320, 2.315, 1.552], [-2.257, -0.607, 1.269], [-1.231, 0.035, -1.195], [0.235, -2.514, -1.746], [2.615, 0.836, -1.623], [0.486, 0.118, -1.371], [1.788, 0.620, 0.708], [-0.655, -1.487, 0.856], [1.014, -1.450, 0.390], [-0.181, -3.547, -0.384], [-1.827, 0.349, 2.639], [0.688, 0.463, 2.023], [-2.079, 1.884, 0.060], [-3.315, 0.572, 1.585]],
  "e_above_lowest_kcal_mol": 30.5,
  "energy_ha": -368.75226
}